Molecular formula: CH3NOS2
Method: DFT, ωB97M-V with the def2-TZVPD basis set

Element x y z (Å)
C1 0.897 -0.379 -0.096
N1 0.216 0.452 0.746
S1 -0.214 1.927 0.364
O1 0.713 2.795 1.017
S2 -0.863 2.169 -1.518
H1 1.525 -1.100 0.489
H2 1.128 -0.138 -1.103
H3 -1.513 1.953 1.069

Summary:
**DFT total energy**: -966.1525 Ha
**Energy relative to the best compared isomer or geometry (same formula, charge and spin)**: 252.75 kJ/mol
**Orbital gap**: 8.12 eV
**Multiplicity**: 1
**E_HOMO**: -9.362 eV



Molecular formula: C6H6
Method: DFT, ωB97M-V with the def2-TZVPD basis set

Element x y z (Å)
C1 3.172 0.494 0.117
C2 2.243 -0.173 -0.257
C3 1.120 -1.004 -0.717
C4 -0.196 -0.413 -0.431
C5 -1.278 0.064 -0.200
C6 -2.589 0.647 0.085
H1 3.992 1.090 0.451
H2 1.219 -1.173 -1.797
H3 1.189 -1.991 -0.244
H4 -2.723 0.800 1.161
H5 -2.702 1.616 -0.411
H6 -3.393 -0.009 -0.265

Summary:
**DFT total energy**: -232.0934 Ha
**Energy relative to the best compared isomer or geometry (same formula, charge and spin)**: 349.13 kJ/mol
**Orbital gap**: 10.55 eV
**Multiplicity**: 1
**E_HOMO**: -9.572 eV